1.
# C9H16FN2

A 2-piece molecular cluster, C9H16FN2 overall (the ωB97M-V functional and the def2-TZVPD basis, OMol25).

XYZ file:
```
28
Properties=species:S:1:pos:R:3:forces:R:3
C 2.91463 -0.15027 0.46122 0.442 2.031 -2.073
C 2.18756 -3.79612 1.06031 -1.076 3.180 -0.199
C 1.78743 -0.68077 0.80955 -2.788 -4.605 0.209
C 1.32171 -2.79943 0.95168 1.137 4.666 0.380
C -1.22449 1.79189 0.57033 0.698 -0.323 -1.034
C -1.31292 0.19491 -1.21637 3.357 3.726 -1.959
C 0.22122 1.30992 0.89179 -0.377 0.426 -3.397
C 0.10458 -0.37103 -0.87156 -0.569 0.408 -1.954
C -2.73250 2.20880 -1.24445 -1.102 0.910 0.723
N -1.48353 1.63684 -0.83935 2.030 -1.195 -0.780
N 0.40049 -0.14532 0.53667 -0.175 -0.730 1.752
F -0.02491 -2.65214 0.98758 1.304 -1.468 -0.043
H 3.03689 0.83209 -0.11098 -0.483 -1.012 1.355
H 3.80437 -0.72376 0.35897 0.545 -0.591 0.592
H 1.72644 -4.71128 1.11086 -0.492 -2.506 0.186
H 3.24756 -3.59560 1.13083 -0.151 -0.163 -0.156
H -1.93117 1.10805 1.05221 -0.258 0.455 1.108
H -1.36879 2.88267 0.72721 0.229 -0.925 0.866
H -1.44549 0.11233 -2.29395 0.147 0.037 -0.127
H -2.03064 -0.39515 -0.82472 -2.557 -2.186 1.913
H 0.94718 1.77154 0.16798 -0.681 0.262 1.184
H 0.44113 1.39322 1.89529 0.785 0.463 2.073
H 0.01715 -1.40554 -1.12818 0.015 -0.996 0.590
H 1.05238 -0.13575 -1.41990 -1.341 0.915 0.042
H -2.77096 2.50481 -2.32682 0.059 -0.112 1.198
H -3.49010 1.48497 -1.00960 -1.027 -0.640 -0.459
H -3.05663 3.02303 -0.49813 0.884 -0.584 -1.591
H -0.33859 -0.69291 1.07156 1.444 0.557 -0.398
```
Forces are in eV/Å.

charge	+1
LUMO level	-3.44	eV
HOMO-LUMO gap	8.840	eV
HOMO energy	-12.276	eV

2.
# C2H3ClF2S

One molecule with the formula C2H3ClF2S (the ωB97M-V functional and the def2-TZVPD basis, OMol25).

XYZ file:
```
9
Properties=species:S:1:pos:R:3:forces:R:3
C 0.46819 0.30349 0.48336 -0.272 0.573 -0.114
C -0.13388 -0.78495 -0.35197 -3.456 -1.686 1.819
F -1.45963 -1.31265 0.38895 3.369 1.338 -1.608
F -0.60678 -0.40035 -1.52021 0.259 0.124 -0.078
S -0.60569 1.77080 0.63941 0.117 -0.297 0.148
Cl 0.87076 -2.19922 -0.50837 -0.042 0.138 -0.020
H 0.63960 -0.06570 1.49194 0.031 -0.087 -0.101
H 1.41839 0.59789 0.03231 -0.037 -0.162 0.085
H -0.59095 2.09068 -0.65542 0.031 0.058 -0.131
```
Forces are in eV/Å.

LUMO level	0.66	eV
HOMO-LUMO gap	10.483	eV
HOMO energy	-9.820	eV
SMILES	FC(F)(Cl)CS

3.
# C31H35N3O3

A 2-piece molecular cluster, C31H35N3O3 overall (the ωB97M-V functional and the def2-TZVPD basis, OMol25).

XYZ file:
```
72
Properties=species:S:1:pos:R:3:forces:R:3
C 2.83872 3.02527 1.20975 -0.300 0.346 0.000
N 2.57830 1.62006 0.99224 0.626 -0.430 -0.007
C 3.56108 0.71036 0.72351 0.991 0.585 -0.274
O 4.74937 0.96696 0.55509 -1.536 -0.517 0.382
C 2.90006 -0.67382 0.64303 0.512 0.260 -0.730
C 3.40936 -1.66711 1.69445 -0.123 -0.018 0.406
C 4.88994 -1.95603 1.56768 0.125 -0.167 0.012
C 5.77580 -1.62385 2.59899 0.044 0.149 -0.419
C 7.15431 -1.76895 2.41192 -0.124 -0.197 -0.195
C 7.65045 -2.31274 1.21735 -0.412 0.048 0.122
C 6.75298 -2.71191 0.21716 -0.166 0.039 0.179
C 5.37477 -2.54561 0.39766 0.398 0.215 0.187
N 1.47861 -0.33423 0.77731 -1.398 -1.828 0.101
C 0.50780 -1.26116 0.70322 1.473 1.032 -0.269
C -0.84221 -0.96219 0.85715 -1.574 -0.318 0.103
C -1.86245 -1.88459 0.70616 1.396 0.575 0.251
C -3.24081 -1.60835 0.96569 -1.361 0.188 0.104
C -4.15893 -2.69243 0.93895 0.506 0.455 -0.074
C -5.50939 -2.48896 1.18074 -0.205 0.275 0.132
C -5.98781 -1.19511 1.45889 0.549 -0.233 -0.170
C -5.09685 -0.10941 1.47786 0.145 -0.204 0.151
C -3.73933 -0.30526 1.24893 0.039 -0.517 -0.116
C 1.22601 1.09426 1.03894 -0.266 0.973 0.224
C 0.63511 1.35675 2.43793 0.218 -0.226 0.161
C 0.36472 1.78081 -0.03423 0.182 -0.205 -0.264
H 3.91113 3.21642 1.15840 -0.149 -0.206 -0.043
H 2.32180 3.63020 0.45340 0.249 -0.093 0.114
H 2.45946 3.32721 2.19567 0.222 -0.030 -0.192
H 3.09815 -1.08486 -0.36575 -0.187 0.263 0.357
H 3.20002 -1.25297 2.69118 -0.019 -0.166 -0.159
H 2.83213 -2.59815 1.58213 0.115 0.193 0.107
H 5.37108 -1.21003 3.52755 0.249 -0.053 -0.304
H 7.83992 -1.44305 3.19605 -0.179 -0.182 -0.223
H 8.72773 -2.43701 1.07381 -0.425 0.092 0.033
H 7.11960 -3.14055 -0.71597 -0.045 0.086 0.282
H 4.66177 -2.84390 -0.37583 0.348 0.065 0.107
H 0.82148 -2.29539 0.51851 -0.009 0.455 -0.049
H -1.12845 0.05114 1.12558 0.118 -0.551 -0.200
H -1.60778 -2.90955 0.42911 -0.032 0.172 0.012
H -3.75592 -3.68770 0.72727 -0.306 0.287 0.043
H -6.19586 -3.33851 1.15444 0.204 0.331 0.028
H -7.04836 -1.03316 1.65529 0.302 -0.053 -0.097
H -5.46071 0.89925 1.68392 0.091 -0.363 -0.070
H -3.05589 0.54796 1.27386 -0.364 -0.266 -0.105
H 1.33237 0.99952 3.20850 -0.187 0.106 -0.141
H 0.48841 2.43819 2.55766 0.003 -0.362 0.014
H -0.32471 0.85809 2.58254 0.173 0.196 0.072
H 0.85494 1.70284 -1.01401 -0.198 0.030 0.154
H -0.62921 1.33515 -0.11778 0.164 0.239 -0.170
H 0.25033 2.84046 0.23357 0.005 -0.345 -0.134
C -6.58750 2.05280 -1.07735 -0.441 -0.130 -0.194
C -5.22289 2.43807 -1.58384 0.067 -0.163 0.185
O -4.48413 1.22374 -1.82145 -0.570 0.857 0.201
C -3.28745 1.48594 -2.43117 1.418 -0.626 -0.614
C -2.48724 0.29086 -2.58252 -0.789 0.787 0.333
C -1.22998 0.30282 -3.20530 0.763 0.206 -0.218
C -0.69296 1.48160 -3.82663 0.694 -0.119 -0.026
C 0.62080 1.49002 -4.28865 -1.197 -0.491 0.558
N 1.41248 0.41867 -4.22433 1.109 -0.266 -0.382
C 0.92107 -0.72650 -3.74289 -0.806 0.483 0.210
C -0.36762 -0.84578 -3.22579 0.237 0.511 -0.117
O -2.99812 2.64276 -2.76667 -0.447 -0.636 0.423
H -7.06159 2.91699 -0.60452 -0.027 -0.073 -0.013
H -7.22019 1.74606 -1.92262 0.086 -0.094 0.348
H -6.53129 1.23335 -0.35054 -0.049 0.201 -0.203
H -5.30503 3.01810 -2.51226 0.161 -0.103 0.323
H -4.69106 3.05028 -0.83618 -0.036 -0.145 -0.317
H -2.89871 -0.63954 -2.21142 -0.056 -0.008 -0.015
H -1.29332 2.38144 -3.88743 0.112 -0.266 0.022
H 1.03209 2.40692 -4.72018 0.018 -0.307 0.079
H 1.58887 -1.59070 -3.77067 -0.097 0.149 0.028
H -0.70923 -1.80224 -2.83305 -0.033 0.113 -0.044
```
Forces are in eV/Å.

LUMO level	-2.35	eV
HOMO-LUMO gap	3.215	eV
HOMO energy	-5.566	eV

4.
# C4H6LiO2Pr

C4H6LiO2Pr as an isolated structure (the ωB97M-V functional and the def2-TZVPD basis, OMol25).

XYZ file:
```
14
Properties=species:S:1:pos:R:3:forces:R:3
O -0.44344 0.12725 0.75436 -2.793 0.207 3.720
C 0.15387 -0.01533 -0.35753 3.511 0.256 -2.775
C 1.52196 0.19395 -0.55419 -2.323 -3.452 2.195
Pr -3.14394 -0.35128 1.29131 0.638 -0.023 -0.437
Li 0.44747 0.87302 2.30570 0.418 -0.009 -0.317
H -0.44877 -0.33114 -1.22105 0.147 0.331 0.012
H 2.21588 0.09343 0.28412 -0.038 0.221 0.026
C 2.13457 0.00123 -1.85520 -0.159 2.028 2.604
C 1.62409 1.25432 -2.37639 3.122 -1.860 -4.021
O 2.88097 -1.03763 -2.15337 0.065 1.595 -1.704
H 1.78685 0.37306 -3.33926 -2.216 2.137 1.319
H 1.57158 2.13421 -1.71979 -1.430 -0.883 0.364
H 1.83367 1.93644 -3.20611 1.374 -0.570 -1.492
H 2.73030 -1.86579 -1.68277 -0.315 0.023 0.506
```
Forces are in eV/Å.

spin multiplicity	4
charge	+3
LUMO level (alpha / beta)	-12.28 / -12.22	eV
HOMO-LUMO gap (alpha / beta)	6.533 / 6.609	eV
HOMO energy (alpha / beta)	-18.816 / -18.824	eV

5.
# C7H10ClFN3O

A 2-piece molecular cluster, C7H10ClFN3O overall (the ωB97M-V functional and the def2-TZVPD basis, OMol25).

XYZ file:
```
23
Properties=species:S:1:pos:R:3:forces:R:3
C 1.90275 0.94502 -2.05970 1.746 -0.439 -1.171
C 0.21442 0.73030 -0.46269 0.160 0.645 -0.730
C 1.25792 -2.76233 -0.17527 -0.426 3.674 0.876
C 0.60568 0.81004 -1.81115 -1.065 -0.709 1.650
C 2.46925 1.03131 0.17587 1.473 0.229 -2.398
C -3.07712 -0.37133 1.22813 0.109 1.170 -0.425
C -1.76793 0.58387 1.10748 -1.177 -0.463 1.147
N 2.83853 1.01318 -1.07002 0.764 0.282 0.649
N 1.17737 0.90075 0.44634 -1.765 0.143 1.073
N -1.06080 0.64579 -0.13982 -0.564 -0.605 -1.321
O 0.52711 -1.83001 -0.26926 0.152 0.125 -0.003
F 2.44325 -2.65924 0.35347 0.886 -0.055 0.259
Cl 3.62090 1.27046 1.41876 -0.691 -0.202 -0.219
H 2.30350 0.91522 -3.09913 -0.306 0.224 0.981
H -0.22105 0.56817 -2.40021 -0.513 0.088 -2.000
H 0.98548 -3.68099 -0.45406 -0.563 -4.069 -1.121
H -3.71028 0.01891 2.13989 1.108 -0.907 -2.169
H -3.60151 -0.40780 0.23468 -0.146 1.219 0.948
H -2.95501 -1.45868 1.23660 0.972 0.190 1.035
H -1.05672 0.42854 1.88368 0.668 -1.139 0.769
H -2.01460 1.59774 1.38667 -0.954 0.452 -0.302
H 0.75327 1.10789 1.30171 0.349 0.132 2.267
H -1.63439 0.60319 -0.97198 -0.215 0.016 0.205
```
Forces are in eV/Å.

charge	+1
LUMO level	-3.73	eV
HOMO-LUMO gap	9.658	eV
HOMO energy	-13.387	eV

6.
# C4H11N3O

A 2-piece molecular cluster, C4H11N3O overall (the ωB97M-V functional and the def2-TZVPD basis, OMol25).

XYZ file:
```
19
Properties=species:S:1:pos:R:3:forces:R:3
C 1.38165 -1.15593 -0.83726 -0.154 0.086 -0.092
C -1.63434 -0.79017 -0.49722 0.268 -0.277 0.108
N 0.93944 -0.30456 0.27647 -2.793 -0.980 0.507
N -0.70924 -0.32606 0.52604 1.017 0.213 0.104
C 0.45721 0.91729 0.09631 2.047 1.248 -0.472
N -1.03381 -0.49335 1.86571 0.114 -0.218 -0.236
C -0.00631 2.14943 0.05092 -0.191 -0.287 -0.023
O 2.37272 1.22600 -0.47467 -0.450 0.341 0.051
H 2.82605 1.56053 0.30884 -0.074 -0.004 -0.070
H -1.75750 0.16325 2.14212 0.100 -0.047 -0.093
H -1.32334 -1.44806 2.05559 -0.033 0.028 0.034
H 2.46073 -1.22153 -0.75440 -0.050 -0.054 0.029
H 1.13879 -0.74288 -1.81642 -0.012 0.068 0.064
H 0.91072 -2.13246 -0.70855 0.109 0.026 0.059
H -2.58370 -0.25564 -0.39457 0.123 -0.030 0.054
H -1.81279 -1.86560 -0.39739 -0.060 -0.007 -0.064
H -1.23108 -0.58095 -1.48561 0.045 0.018 0.031
H -1.03760 2.35159 0.30776 -0.055 -0.062 -0.027
H 0.64242 2.94912 -0.26368 0.049 -0.061 0.039
```
Forces are in eV/Å.

LUMO level	0.48	eV
HOMO-LUMO gap	8.396	eV
HOMO energy	-7.912	eV

| no. | maximum force (eV/Å) | electronic energy (eV) |
| --- | --- | --- |
| 1 | 5.39 | -15277.814 |
| 2 | 4.25 | -30914.820 |
| 3 | 2.30 | -43325.711 |
| 4 | 5.42 | -22578.076 |
| 5 | 4.26 | -29171.386 |
| 6 | 3.00 | -10836.972 |